Density functional theory data (the ωB97M-V functional and the def2-TZVPD basis) for a structure of composition C4H10CsO at a distorted geometry.

## Properties
Energy relative to the best compared isomer or geometry (same formula, charge and spin) = 0.133 eV
Highest occupied orbital energy = -0.48252 hartree
M = 207.028 g mol⁻¹
E_LUMO = -0.13610 hartree
Calculated total energy = -253.55519 hartree

```
! RIJCOSX wB97M-V def2-TZVPD def2/J DEFGRID3
* xyz 1 1
Cs 1.571 1.861 2.746
C 0.538 1.527 -1.912
C 0.502 0.018 -1.356
O 0.074 0.009 -0.005
C -0.501 -1.197 0.553
C -0.977 -0.856 1.969
H 1.094 1.536 -2.849
H -0.493 1.869 -1.994
H 1.001 2.259 -1.251
H -0.208 -0.483 -2.014
H 1.462 -0.457 -1.556
H -1.223 -1.741 -0.055
H 0.258 -1.969 0.684
H -1.295 -1.755 2.496
H -1.702 -0.043 1.986
H -0.102 -0.578 2.558
*
```